Molecular formula: C27H28AsN3O5S4Ti
Method: DFT, wB97M-V/def2-TZVPD

Geometry (Å):
H1 2.07 -0.49 2.79
C1 2.13 -3.49 1.19
C2 2.38 -1.27 2.11
H2 -0.34 -1.05 -1.75
H3 -1.38 3.95 1.34
H4 -0.50 0.38 -6.17
O1 -4.78 3.70 -3.29
C3 0.99 -4.72 3.95
C4 -3.41 3.52 -1.36
H5 -2.01 -5.64 3.58
H6 -3.05 -4.48 4.42
H7 -2.70 5.25 -0.34
H8 1.58 -4.42 1.13
N1 -1.89 2.10 0.54
C5 -2.63 1.46 -0.41
H9 1.92 -4.84 3.39
H10 -3.94 1.58 -2.10
N2 0.06 -3.92 3.18
C6 -1.50 -2.33 3.71
C7 -2.42 -0.01 -0.39
C8 0.12 2.29 -1.99
H11 -0.97 2.28 -1.93
O2 -0.26 -0.45 2.76
N3 0.56 -2.64 2.84
C9 3.50 -1.08 1.33
C10 3.94 -2.08 0.46
C11 0.10 1.04 -5.56
H12 1.29 -1.49 -1.21
H13 1.22 -4.27 4.93
C12 -4.12 4.35 -2.46
C13 1.58 2.77 -3.99
H14 1.08 -0.56 -2.73
C14 -0.23 1.23 -4.22
H15 -1.09 0.72 -3.79
C15 -0.43 -1.67 3.09
C16 0.51 2.09 -3.41
C17 -2.69 4.17 -0.35
C18 1.66 -2.48 2.05
C19 1.91 2.59 -5.33
C20 3.24 -3.28 0.41
Ti1 -0.94 0.88 1.70
S1 -1.46 1.79 4.73
H16 3.58 -4.07 -0.26
H17 3.34 0.49 -0.81
H18 0.55 -5.70 4.11
C21 -2.02 -4.81 4.29
H19 -2.41 -1.86 4.02
C22 -1.21 -3.67 3.78
S2 0.83 2.47 2.49
H20 0.48 3.25 -1.61
S3 -0.39 3.35 3.88
H21 3.03 2.22 -0.56
H22 4.05 -0.15 1.41
C23 -3.40 2.13 -1.36
C24 1.18 1.71 -6.11
O3 -3.93 5.58 -2.38
C25 2.71 1.33 -1.10
H23 -1.66 -5.18 5.25
H24 1.44 1.56 -7.15
C26 0.70 -0.72 -1.72
O4 -2.91 -0.76 -1.23
H25 2.74 3.14 -5.75
H26 4.80 -1.92 -0.17
S4 -2.79 1.18 3.29
C27 -1.96 3.45 0.56
As1 0.81 0.94 -0.66
H27 2.15 3.48 -3.40
H28 2.82 1.49 -2.17
O5 -1.64 -0.40 0.57

Calculated values
2S+1   3
E   -170461.038 eV
LUMO energy (spin up / spin down)   4.228 / 4.183 eV
Net charge   -2
HOMO-LUMO gap (spin up / spin down)   4.18 / 6.53 eV
ΔE to the lowest compared entry with this formula, charge and spin   1.214 eV

Atomic partial charges in e from the Löwdin method, atoms 1 to 8: H 0.099; C -0.052; C -0.018; H 0.016; H 0.061; H 0.098; O -0.050; C -0.061

---

Molecular formula: CH2O3
Method: DFT, wB97M-V/def2-TZVPD

Geometry (Å):
C1 -1.20 -1.00 0.39
O1 -0.10 -1.15 1.05
O2 -2.29 -1.36 0.61
H1 1.46 -0.05 1.08
H2 -1.03 0.26 -1.15
O3 1.07 -0.68 0.44

Calculated values
E   -7205.483 eV
LUMO energy (spin up / spin down)   -0.252 / -0.251 eV
Net charge   0
HOMO-LUMO gap (spin up / spin down)   9.41 / 9.41 eV
ΔE to the lowest compared entry with this formula, charge and spin   7.063 eV

Listed below, in e, are the Löwdin charges computed for each atom: C -0.412; O -0.019; O 0.114; H 0.125; H 0.184; O 0.007

---

Molecular formula: C3H10NO2PS
Method: DFT, wB97M-V/def2-TZVPD

Geometry (Å):
C1 -1.38 -1.72 -0.72
C2 -1.23 0.14 1.71
H1 -0.33 -2.23 -0.75
H2 -2.07 -2.25 -0.02
N1 -2.28 1.00 -0.76
H3 3.74 1.41 0.33
O1 0.38 0.17 -0.41
P1 -1.28 0.00 -0.10
O2 2.60 -0.91 -1.04
H4 2.78 1.83 -1.17
S1 1.97 -0.17 0.05
H5 2.19 2.20 0.54
H6 -2.02 -0.57 2.08
H7 -2.46 0.52 -1.59
H8 -1.77 -1.68 -1.75
C3 2.72 1.42 -0.09
H9 -0.18 -0.30 1.79
H10 -1.38 1.13 1.91

Calculated values
E   -28981.006 eV
LUMO energy   0.650 eV
Net charge   0
HOMO-LUMO gap   10.08 eV
ΔE to the lowest compared entry with this formula, charge and spin   2.632 eV

Atomic partial charges in e from the Löwdin method, atoms 1 to 8: C -0.172; C -0.153; H 0.084; H 0.051; N -0.173; H 0.053; O -0.594; P 0.546

---

Molecular formula: C30H60O30
Method: DFT, wB97M-V/def2-TZVPD

Geometry (Å):
O1 -7.02 1.72 -0.30
H1 -8.28 3.25 -3.92
H2 1.89 4.22 -1.35
O2 -5.58 -2.64 3.31
H3 0.34 -4.45 -0.39
H4 0.44 -2.75 4.37
H5 9.06 -0.62 -0.12
O3 0.90 -3.61 -2.23
H6 -6.04 2.41 1.45
C1 -6.97 2.84 -1.01
H7 4.41 0.38 -3.30
H8 2.99 0.96 5.82
O4 3.82 3.54 -1.55
H9 5.03 1.81 -2.60
H10 4.05 -2.38 2.02
C2 5.51 -4.06 3.41
O5 1.01 -1.67 -3.29
H11 1.51 0.02 -4.26
C3 8.40 -1.23 -0.73
H12 -5.28 0.96 0.61
H13 3.52 -0.91 0.55
O6 4.55 -4.70 2.95
O7 5.75 -0.35 -1.04
C4 4.70 4.27 -0.69
H14 -8.07 4.74 -2.77
C5 -6.19 1.50 0.86
C6 -2.29 -1.33 3.41
O8 -6.15 3.74 -0.83
C7 5.27 1.05 -3.35
H15 -4.39 4.99 -4.12
C8 2.47 3.32 -1.15
C9 6.67 -0.10 -1.86
O9 6.52 0.56 -3.07
O10 -5.71 -1.24 -2.87
H16 0.20 0.08 -2.88
H17 -5.39 -3.63 -5.85
H18 2.80 -1.04 -1.20
O11 -0.49 -0.57 0.82
H19 -3.08 4.60 1.98
O12 -4.84 -0.89 4.58
H20 -2.04 -1.64 4.43
H21 1.91 -3.25 3.39
H22 3.85 1.88 4.57
H23 0.85 -5.62 -1.60
H24 -1.48 -1.48 2.70
H25 6.88 4.71 0.56
H26 -2.57 -0.27 0.61
O13 -2.76 2.74 -1.37
O14 -5.13 -1.27 -5.06
H27 -6.72 0.85 1.55
O15 1.54 -1.32 0.48
C10 -3.07 3.93 1.11
H28 -1.78 1.10 0.60
O16 -3.49 4.83 -2.29
C11 7.63 -4.08 4.55
H29 5.30 1.57 -4.30
C12 -6.28 -3.76 -5.23
C13 0.33 -4.67 -1.46
H30 -7.46 -1.75 3.44
C14 -7.74 3.77 -3.13
H31 5.04 -0.99 2.48
H32 -2.68 4.95 -4.17
C15 4.68 -1.97 2.80
C16 0.63 -0.39 -3.75
H33 -7.14 -3.38 -5.79
H34 9.00 -2.09 -1.03
C17 -6.86 -2.60 3.77
C18 -5.64 -1.80 -4.07
C19 -3.16 3.92 -1.28
H35 8.12 -3.46 3.79
H36 -0.22 -0.47 -4.43
C20 0.95 -2.72 3.41
O17 -7.80 2.77 -2.08
O18 4.41 4.92 0.29
H37 -6.42 -4.81 -4.97
H38 7.65 -1.51 0.01
O19 -0.99 -2.46 -2.53
H39 4.07 -1.70 3.67
O20 -6.21 -2.99 -4.07
C21 -3.53 4.55 -3.62
H40 0.25 -3.02 2.63
H41 -7.43 -3.46 3.43
O21 2.14 0.54 3.98
C22 1.88 -0.75 4.29
H42 -6.74 3.95 -3.53
C23 0.20 -2.54 -2.62
H43 -1.73 0.05 -0.92
C24 0.76 -0.24 0.44
O22 7.96 -0.41 -1.78
H44 -6.99 -2.58 4.85
H45 -3.87 3.22 1.32
O23 -3.53 -2.01 3.12
H46 2.49 3.13 -0.07
O24 6.57 -4.73 3.90
O25 1.14 -1.28 3.40
H47 2.14 2.18 4.98
C25 -4.68 -1.79 3.74
H48 -4.44 0.42 -3.34
H49 3.28 -2.35 -0.17
O26 -3.40 4.58 -0.14
H50 -2.27 -0.24 3.37
H51 7.91 3.85 -0.40
O27 1.02 0.77 -0.18
C26 2.90 1.41 4.83
O28 5.95 3.93 -1.03
C27 2.83 -1.36 -0.16
C28 -4.85 -0.21 -2.55
H52 7.30 -3.61 5.47
H53 -2.05 3.56 1.20
H54 -3.49 3.48 -3.84
H55 8.28 -4.90 4.85
H56 7.26 5.47 -1.08
H57 -5.41 0.39 -1.82
C29 -1.65 0.11 0.16
H58 2.08 2.60 -1.87
O29 5.75 -2.75 3.28
O30 2.34 -1.31 5.26
C30 7.09 4.56 -0.50
H59 -0.72 -4.84 -1.70
H60 -3.93 -0.64 -2.15

Calculated values
E   -93502.569 eV
LUMO energy   0.413 eV
Net charge   0
HOMO-LUMO gap   10.91 eV
ΔE to the lowest compared entry with this formula, charge and spin   5.281 eV
Structure (SMILES)   COC(=O)OC.COC(=O)OC.COC(=O)OC.COC(=O)OC.COC(=O)OC.COC(=O)OC.COC(=O)OC.COC(=O)OC.COC(=O)OC.COC(=O)OC

Atomic partial charges in e from the Löwdin method, atoms 1 to 8: O -0.002; H 0.099; H 0.089; O 0.033; H 0.089; H 0.099; H 0.093; O -0.002

---

Molecular formula: C4H7NO2
Method: DFT, wB97M-V/def2-TZVPD

Geometry (Å):
C1 -0.14 0.96 0.04
H1 0.06 -2.08 0.35
C2 -0.05 -1.19 -0.27
H2 -2.88 0.36 -0.21
H3 -1.37 -0.35 1.22
H4 2.87 -0.64 0.17
H5 -0.18 1.71 0.87
N1 0.87 -0.07 -0.04
O1 -2.24 -0.17 -0.68
O2 2.43 1.38 0.41
C3 -1.14 -0.20 0.16
C4 2.16 0.21 0.19
H6 -0.15 -1.44 -1.33
H7 -0.19 1.52 -0.90

Calculated values
E   -9845.287 eV
LUMO energy   0.616 eV
Net charge   0
HOMO-LUMO gap   9.96 eV
ΔE to the lowest compared entry with this formula, charge and spin   1.992 eV
Structure (SMILES)   O=CN1CC(O)C1

Atomic partial charges in e from the Löwdin method, atoms 1 to 8: C -0.083; H 0.121; C -0.052; H 0.097; H 0.153; H 0.138; H 0.132; N -0.082

---

Molecular formula: C8H14N3O3
Method: DFT, wB97M-V/def2-TZVPD

Geometry (Å):
H1 1.51 2.68 1.86
N1 -0.57 -0.91 0.61
N2 -2.53 0.18 -0.63
H2 -2.53 -1.53 -1.88
C1 -2.36 -0.49 -1.90
H3 2.83 1.43 -0.06
N3 1.12 0.88 0.68
C2 -1.84 -0.97 0.50
C3 2.13 -0.51 -1.02
O1 -2.70 -1.68 0.79
H4 2.95 -0.05 1.01
C4 2.49 0.45 0.14
C5 0.09 0.27 -0.22
H5 2.72 -0.32 -2.03
H6 1.56 2.79 0.13
O2 0.77 -0.26 -1.31
H7 -0.05 2.48 1.06
H8 -3.08 -0.02 -2.54
H9 -0.63 -2.51 1.73
H10 0.40 -2.70 0.44
O3 -3.36 2.03 0.57
C6 0.17 -2.10 1.18
H11 -1.39 -0.08 -2.39
C7 0.98 2.31 0.94
H12 1.11 0.57 1.65
H13 0.94 -1.66 1.69
C8 -2.92 1.22 -0.12
H14 2.20 -1.51 -0.88

Calculated values
E   -19123.412 eV
LUMO energy   -3.491 eV
Net charge   +1
HOMO-LUMO gap   7.76 eV
ΔE to the lowest compared entry with this formula, charge and spin   6.447 eV

Atomic partial charges in e from the Löwdin method, atoms 1 to 8: H 0.130; N 0.019; N 0.036; H 0.100; C 0.017; H 0.102; N -0.141; C -0.407

---

Question: Which of these has the lowest E?
Answer: C27H28AsN3O5S4Ti